C19H24NO | the ωB97M-V functional and the def2-TZVPD basis

Each line ends with the Mulliken charge.
CARTESIAN COORDINATES (ANGSTROEM)
C 0.84 1.02 -0.21  -0.4283
C 0.36 2.27 -0.74  0.8867
C 0.23 2.48 -2.15  -0.2636
C -0.27 3.67 -2.66  -0.6539
C -0.63 4.72 -1.79  -0.3155
C -0.46 4.56 -0.41  -0.6914
C 0.02 3.37 0.11  -0.3932
C 1.31 0.88 1.10  -0.2564
C 1.84 -0.29 1.66  -0.4919
C 2.15 -0.47 3.05  1.0203
C 2.81 -1.66 3.49  -0.4069
C 3.10 -1.88 4.83  -0.6017
C 2.75 -0.91 5.79  -0.3377
C 2.13 0.28 5.39  -0.6808
C 1.83 0.50 4.04  -0.3431
H 0.93 0.17 -0.90  0.6173
H 0.53 1.68 -2.83  0.3432
H -0.36 3.81 -3.74  0.3769
H -1.01 5.66 -2.20  0.3938
H -0.69 5.39 0.26  0.3779
H 0.14 3.25 1.19  0.3782
H 1.30 1.76 1.75  0.2345
H 2.03 -1.14 1.00  0.3309
H 3.10 -2.41 2.74  0.3533
H 3.59 -2.80 5.15  0.3814
H 2.97 -1.09 6.84  0.3912
H 1.87 1.03 6.13  0.3822
H 1.33 1.42 3.73  0.3577
C -3.55 -1.29 -3.90  -1.2268
C -2.84 -2.35 -3.07  -0.7227
C -1.56 -1.92 -2.34  0.3420
C -0.93 -3.14 -1.67  -0.7083
O 0.22 -2.68 -0.98  -0.4351
N -1.74 -0.79 -1.43  -0.4298
H -4.42 -1.74 -4.39  0.3880
H -3.91 -0.46 -3.28  0.3043
H -2.90 -0.89 -4.67  0.3052
H -3.52 -2.77 -2.31  0.4026
H -2.56 -3.19 -3.72  0.3338
H -0.86 -1.53 -3.09  0.1678
H -1.66 -3.58 -0.97  0.3119
H -0.66 -3.86 -2.46  0.3800
H 0.70 -3.46 -0.65  0.2964
H -2.60 -0.89 -0.88  0.2485
H -0.95 -0.69 -0.80  0.0814

Summary:
- LUMO energy (eV) = -5.7
- relative energy (zero: lowest compared OMol25 entry of this formula, charge and spin) (kcal per mole) = 35.10
- charge = +1
- calculated total energy (Eh) = -868.10989
- E_HOMO (eV) = -11.6

---

C15H32B3N2O8 | the ωB97M-V functional and the def2-TZVPD basis

Each line ends with the Mulliken charge.
CARTESIAN COORDINATES (ANGSTROEM)
C -2.28 0.70 -1.06  -0.6260
C -3.82 0.68 -0.80  0.4342
O -4.36 1.72 -0.65  -0.5013
O -4.49 -0.52 -0.79  -0.3491
C -4.14 -1.30 0.40  -0.1357
C -5.40 -1.38 1.32  -0.7251
C -5.00 -1.59 2.82  -0.4347
C -4.48 -3.05 3.13  -0.5864
B -3.22 -2.96 4.11  0.2978
O -3.02 -1.89 5.02  -0.2046
B -1.74 -1.36 4.84  0.6246
O -1.45 -0.08 4.42  -0.4704
O -0.66 -2.26 5.05  -0.3416
B -0.95 -3.41 4.33  0.2956
O 0.18 -4.07 3.71  -0.4778
C -0.12 -4.08 2.42  0.5623
N -0.28 -3.97 1.30  -0.4402
O -2.21 -3.96 4.14  -0.2363
H -1.95 1.65 -1.52  0.3614
H -1.81 0.57 -0.06  0.2131
H -1.95 -0.14 -1.70  0.2565
H -3.32 -0.74 0.91  0.0763
H -3.79 -2.30 0.07  0.2976
H -5.86 -0.36 1.29  0.2987
H -6.14 -2.11 0.96  0.2752
H -5.84 -1.36 3.50  0.4154
H -4.22 -0.83 3.05  0.2236
H -4.26 -3.65 2.23  0.2820
H -5.26 -3.57 3.73  0.3072
H -1.87 0.60 4.97  0.3009
C 1.84 3.01 -3.45  -1.2584
C 3.16 2.31 -3.20  -0.3675
N 3.65 2.36 -1.76  -0.0253
C 3.85 3.82 -1.39  -1.0756
C 5.03 1.74 -1.66  -0.3217
C 5.13 0.25 -1.94  -1.1684
C 2.65 1.80 -0.74  -0.7273
C 2.12 0.39 -0.96  -0.4082
O 1.43 0.29 -2.19  -0.1612
C 1.44 -1.02 -2.75  -0.8984
H 1.91 4.09 -3.28  0.3735
H 1.55 2.87 -4.49  0.4232
H 1.03 2.63 -2.83  0.2354
H 3.94 2.78 -3.80  0.5613
H 3.11 1.27 -3.51  0.2486
H 4.51 4.27 -2.12  0.3944
H 4.29 3.86 -0.40  0.4318
H 2.89 4.32 -1.38  0.4646
H 5.41 1.95 -0.66  0.3753
H 5.65 2.28 -2.37  0.4553
H 4.90 -0.34 -1.05  0.3517
H 6.17 0.00 -2.18  0.4229
H 4.52 -0.09 -2.77  0.2523
H 1.82 2.50 -0.73  0.4582
H 3.15 1.86 0.23  0.3692
H 1.40 0.18 -0.16  0.3593
H 2.90 -0.36 -0.87  0.2749
H 1.84 -1.77 -2.08  0.4470
H 2.03 -1.00 -3.67  0.2718
H 0.41 -1.29 -3.02  0.2483

Summary:
- LUMO energy (eV) = -2.4
- charge = +1
- calculated total energy (Eh) = -1376.78986
- E_HOMO (eV) = -12.1

---

Question: Number 1 is which compound?
Answer: C19H24NO